6 unconnected molecules or ions with the total composition C18H27Cl10NO4, computed with ωB97M-V with the def2-TZVPD basis set.

Last column: natural (NBO) charge in e.
Cartesian coordinates (Å):
O 1.67 -2.10 0.79  -0.54
C 2.52 -1.27 0.91  0.86
O 3.35 -1.26 1.96  -0.70
N 2.70 -0.24 -0.06  -0.40
O 2.51 1.02 0.53  -0.39
C 1.37 1.67 0.03  0.80
O 1.42 2.82 -0.22  -0.51
C 0.13 0.82 -0.04  -0.19
C -0.14 -0.01 -1.13  -0.12
C -1.28 -0.78 -1.09  -0.22
C -2.12 -0.69 0.02  -0.20
C -1.86 0.12 1.10  -0.20
C -0.71 0.91 1.06  -0.19
H 2.83 -1.66 2.69  0.50
H 3.63 -0.29 -0.46  0.38
H 0.59 -0.02 -1.94  0.22
H -1.54 -1.46 -1.89  0.21
H -3.01 -1.32 0.00  0.21
H -2.49 0.18 1.97  0.22
H -0.43 1.58 1.87  0.23
Cl 0.95 3.15 3.79  -0.05
C -0.57 3.35 4.70  -0.39
C -0.85 2.17 5.60  -0.39
Cl -1.20 0.71 4.66  -0.05
H -1.37 3.50 3.98  0.23
H -0.47 4.25 5.30  0.22
H -1.71 2.38 6.23  0.22
H 0.00 1.95 6.25  0.22
Cl 0.18 0.61 -5.68  -0.05
C 1.88 0.13 -5.86  -0.39
C 2.41 -0.52 -4.61  -0.39
Cl 2.54 0.62 -3.25  -0.05
H 2.45 1.01 -6.13  0.22
H 1.93 -0.58 -6.69  0.22
H 3.41 -0.92 -4.80  0.22
H 1.77 -1.35 -4.29  0.23
Cl 3.34 -4.80 6.39  -0.05
C 3.99 -3.18 6.05  -0.39
C 2.91 -2.13 5.98  -0.39
Cl 1.86 -2.34 4.55  -0.05
H 4.56 -3.23 5.12  0.23
H 4.68 -2.93 6.86  0.22
H 3.36 -1.14 5.90  0.23
H 2.28 -2.15 6.86  0.23
Cl -4.73 1.79 -1.14  -0.06
C -4.62 3.45 -0.51  -0.39
C -3.24 4.03 -0.66  -0.39
Cl -2.04 3.24 0.39  -0.05
H -4.93 3.44 0.53  0.22
H -5.34 4.05 -1.07  0.22
H -3.26 5.09 -0.39  0.22
H -2.89 3.95 -1.69  0.23
Cl -3.98 -2.52 -6.53  -0.06
C -2.27 -2.97 -6.75  -0.39
C -1.68 -3.59 -5.51  -0.39
Cl -1.51 -2.41 -4.19  -0.06
H -1.73 -2.08 -7.05  0.23
H -2.24 -3.69 -7.57  0.22
H -0.68 -3.97 -5.73  0.22
H -2.28 -4.42 -5.15  0.22

Results
E_LUMO = 0.556 eV
HOMO energy = -8.6669 eV
SMILES = O=C(O)NOC(=O)c1ccccc1.ClCCCl.ClCCCl.ClCCCl.ClCCCl.ClCCCl
Net charge = 0
Energy = -154007.70136 eV
Relative energy (zero: lowest compared OMol25 entry of this formula, charge and spin) = 0.00 kcal/mol